Molecular formula: C30H27Cl2LiN5O3
Method: DFT, ωB97M-V with the def2-TZVPD basis set

Summary:
net charge = -1
E_HOMO = -3.511 eV
energy relative to the best compared isomer or geometry (same formula, charge and spin) = 0.633 eV
Kohn-Sham gap = 6.227 eV

Positions of all 68 atoms, in Å:
1 Li -0.133 0.228 -0.229
2 C 3.989 -1.317 -5.395
3 C 3.229 -1.394 -4.101
4 C 2.571 -2.560 -3.722
5 C 1.880 -2.612 -2.540
6 C 1.813 -1.531 -1.624
7 N 1.036 -1.618 -0.530
8 C 0.902 -2.792 0.104
9 C 1.986 -3.706 0.209
10 C 1.878 -4.937 0.802
11 C 0.675 -5.343 1.378
12 C 0.507 -6.712 1.976
13 C -0.367 -4.433 1.382
14 C -0.295 -3.193 0.756
15 N -1.458 -2.403 0.755
16 C -2.719 -2.871 0.902
17 C -3.563 -1.785 0.892
18 C -2.714 -0.689 0.724
19 N -1.460 -1.084 0.640
20 C 2.513 -0.357 -2.012
21 C 3.157 -0.308 -3.244
22 N 2.568 0.791 -1.207
23 C 3.478 1.786 -1.321
24 C 3.130 2.769 -0.424
25 C 1.986 2.267 0.203
26 N 1.677 1.080 -0.274
27 H 4.211 -2.318 -5.762
28 H 4.932 -0.786 -5.261
29 H 3.418 -0.790 -6.162
30 H 2.582 -3.422 -4.380
31 H 1.341 -3.515 -2.285
32 H 2.933 -3.407 -0.220
33 H 2.729 -5.607 0.829
34 H 1.166 -7.425 1.484
35 H -0.520 -7.058 1.858
36 H 0.742 -6.712 3.043
37 H -1.277 -4.712 1.891
38 H -2.959 -3.912 0.978
39 H -4.631 -1.795 0.996
40 H -2.959 0.351 0.666
41 H 3.601 0.620 -3.573
42 H 4.316 1.742 -1.987
43 H 3.628 3.707 -0.261
44 H 1.398 2.707 0.980
45 Cl -3.043 7.141 0.034
46 C -2.447 5.521 -0.177
47 C -2.233 5.044 -1.475
48 C -1.803 3.760 -1.636
49 Cl -1.590 3.138 -3.228
50 C -1.524 2.844 -0.551
51 O -1.198 1.665 -0.759
52 C -1.718 3.424 0.757
53 C -1.431 2.652 1.937
54 O -0.879 1.574 2.024
55 C -2.194 4.732 0.913
56 H -2.418 5.675 -2.332
57 H -1.777 3.158 2.876
58 H -2.348 5.123 1.912
59 C -0.588 -0.432 -5.068
60 C -0.616 -0.325 -3.555
61 C -1.587 -1.219 -2.838
62 O 0.121 0.420 -2.968
63 H -1.508 -0.856 -5.458
64 H 0.248 -1.075 -5.341
65 H -0.416 0.553 -5.497
66 H -2.244 -1.762 -3.513
67 H -2.161 -0.615 -2.136
68 H -1.000 -1.916 -2.243

Molecular formula: C30H27ClGaN4O7SSb
Method: DFT, ωB97M-V with the def2-TZVPD basis set

Summary:
net charge = -1
E_HOMO (alpha / beta) = -4.304 / -4.715 eV
energy relative to the best compared isomer or geometry (same formula, charge and spin) = 0.774 eV
multiplicity = 2
Kohn-Sham gap (alpha / beta) = 6.770 / 6.523 eV

Positions of all 72 atoms, in Å:
1 Ga -0.284 0.009 0.645
2 C -0.736 1.016 -2.627
3 C 0.655 0.737 -2.119
4 C 1.719 1.214 -2.832
5 C 3.042 1.026 -2.310
6 C 3.250 0.064 -1.398
7 C 2.073 -0.818 -1.062
8 N 0.844 -0.033 -0.999
9 Sb 2.493 -1.755 0.855
10 C 2.395 0.190 1.782
11 C 3.440 0.473 2.642
12 C 3.355 1.589 3.455
13 C 2.219 2.365 3.400
14 C 1.206 2.043 2.505
15 C -0.061 2.830 2.492
16 N 1.326 0.999 1.672
17 C 0.565 -2.716 0.872
18 C 0.521 -4.036 1.295
19 C -0.700 -4.675 1.357
20 C -1.839 -3.994 0.968
21 C -1.741 -2.679 0.553
22 C -2.926 -1.873 0.150
23 N -0.548 -2.064 0.513
24 H -0.718 0.917 -3.713
25 H -1.074 2.019 -2.381
26 H -1.452 0.297 -2.240
27 H 1.542 1.814 -3.714
28 H 3.856 1.661 -2.645
29 H 4.227 -0.112 -0.959
30 H 4.289 -0.196 2.699
31 H 4.145 1.820 4.160
32 H 2.081 3.206 4.064
33 H 0.107 3.827 2.898
34 H -0.794 2.307 3.111
35 H -0.466 2.905 1.488
36 H 1.435 -4.538 1.584
37 H -0.770 -5.694 1.718
38 H -2.814 -4.458 1.016
39 H -3.774 -2.520 -0.073
40 H -2.694 -1.282 -0.739
41 H -3.201 -1.179 0.947
42 Cl -4.126 7.094 -2.090
43 C -3.691 5.533 -1.434
44 C -2.370 5.282 -1.109
45 C -2.031 4.036 -0.602
46 C -3.004 3.063 -0.405
47 C -4.325 3.346 -0.726
48 C -4.677 4.578 -1.252
49 C -2.667 1.706 0.169
50 O -3.534 1.038 0.689
51 O -1.400 1.425 0.082
52 H -1.620 6.046 -1.259
53 H -0.999 3.811 -0.371
54 H -5.073 2.586 -0.548
55 H -5.701 4.802 -1.517
56 O -0.232 0.105 4.630
57 S -0.425 -0.926 3.625
58 O -1.371 -1.968 3.974
59 O -1.037 -0.180 2.376
60 O 0.870 -1.490 3.161
61 O -0.296 -2.082 -2.659
62 N 0.773 -2.674 -2.303
63 C 2.006 -1.891 -2.261
64 C 3.212 -2.761 -2.246
65 C 3.156 -4.078 -2.010
66 C 1.878 -4.729 -1.846
67 C 0.745 -4.011 -2.016
68 H 1.967 -1.244 -3.145
69 H 4.162 -2.263 -2.385
70 H 4.066 -4.660 -1.947
71 H 1.806 -5.783 -1.622
72 H -0.254 -4.420 -1.979

Molecular formula: C30H27N11O3S3V
Method: DFT, ωB97M-V with the def2-TZVPD basis set

Summary:
E_HOMO (alpha / beta) = -6.699 / -8.043 eV
energy relative to the best compared isomer or geometry (same formula, charge and spin) = 0.692 eV
multiplicity = 4
Kohn-Sham gap (alpha / beta) = 6.993 / 8.344 eV

Positions of all 75 atoms, in Å:
1 V 11.487 9.220 9.808
2 C 9.277 7.317 13.329
3 C 9.500 7.859 11.975
4 N 10.693 8.090 11.559
5 N 11.727 7.586 12.367
6 C 12.869 8.007 11.908
7 O 13.014 8.834 10.956
8 C 14.130 7.554 12.649
9 C 15.331 8.045 12.029
10 C 16.532 7.731 12.640
11 C 16.602 7.052 13.844
12 C 15.439 6.671 14.437
13 C 14.236 6.904 13.866
14 C 8.282 8.265 11.159
15 C 7.556 9.402 11.582
16 C 6.609 9.988 10.779
17 C 6.418 9.401 9.553
18 C 7.141 8.290 9.217
19 N 8.081 7.687 9.990
20 H 8.356 7.688 13.796
21 H 10.120 7.616 13.982
22 H 9.142 6.227 13.325
23 H 15.279 8.653 11.128
24 H 17.387 8.008 12.096
25 H 17.545 6.908 14.331
26 H 15.424 6.072 15.335
27 H 13.296 6.466 14.296
28 H 7.770 9.738 12.632
29 H 6.082 10.826 11.247
30 H 5.643 9.756 8.812
31 H 7.102 7.814 8.207
32 N 11.028 5.540 9.390
33 C 11.563 6.289 8.375
34 N 11.846 7.597 8.357
35 C 12.468 7.997 7.176
36 C 12.640 7.051 6.275
37 S 11.959 5.528 6.885
38 C 13.040 9.313 7.216
39 C 13.895 9.941 6.361
40 S 14.459 11.437 7.030
41 C 13.602 11.033 8.513
42 N 12.850 9.983 8.385
43 N 13.756 11.710 9.666
44 H 10.518 6.128 10.127
45 H 10.369 4.799 9.104
46 H 13.318 6.941 5.427
47 H 14.253 9.558 5.364
48 H 13.910 12.703 9.650
49 H 13.220 11.364 10.492
50 N 6.946 11.032 15.735
51 C 7.939 11.369 14.795
52 C 7.664 12.349 13.779
53 C 8.575 12.650 12.755
54 C 9.810 11.958 12.693
55 C 10.115 11.011 13.691
56 C 9.179 10.761 14.736
57 S 11.007 12.453 11.429
58 O 12.296 12.093 11.983
59 O 10.640 13.825 11.129
60 N 10.848 11.391 10.215
61 C 9.893 11.410 9.318
62 N 9.865 10.261 8.582
63 C 9.112 10.220 7.507
64 C 8.161 11.151 7.182
65 C 8.029 12.108 8.202
66 N 8.922 12.316 9.204
67 H 6.325 11.762 16.077
68 H 7.282 10.570 16.555
69 H 6.812 12.951 13.920
70 H 8.348 13.518 12.066
71 H 11.080 10.495 13.693
72 H 9.448 10.054 15.574
73 H 9.204 9.374 6.818
74 H 7.556 10.977 6.276
75 H 7.242 12.833 8.211

Molecular formula: C30H28As2CaN2O4S2Se
Method: DFT, ωB97M-V with the def2-TZVPD basis set

Summary:
E_HOMO = -8.361 eV
energy relative to the best compared isomer or geometry (same formula, charge and spin) = 1.140 eV
Kohn-Sham gap = 7.712 eV

Positions of all 70 atoms, in Å:
1 Ca -0.036 -0.322 0.524
2 S -1.689 4.685 3.214
3 C -2.355 5.753 4.361
4 C -3.486 5.244 4.920
5 C -3.815 3.961 4.393
6 C -2.930 3.530 3.450
7 C -2.957 2.256 2.698
8 C -2.039 2.003 1.671
9 N -2.016 0.892 0.962
10 C -2.904 -0.090 1.259
11 C -3.855 0.065 2.263
12 C -4.769 -1.008 2.572
13 C -4.708 -2.173 1.913
14 C -3.721 -2.383 0.880
15 C -3.605 -3.610 0.220
16 C -2.634 -3.802 -0.727
17 C -1.796 -2.714 -1.004
18 N -1.876 -1.541 -0.411
19 C -2.830 -1.367 0.542
20 C -2.425 -5.075 -1.449
21 C -1.294 -5.488 -2.090
22 C -1.423 -6.785 -2.665
23 C -2.654 -7.320 -2.442
24 S -3.658 -6.249 -1.577
25 C -3.863 1.265 2.976
26 H -1.873 6.696 4.571
27 H -4.062 5.757 5.677
28 H -4.681 3.393 4.707
29 H -1.289 2.746 1.423
30 H -5.497 -0.858 3.360
31 H -5.387 -2.981 2.157
32 H -4.279 -4.415 0.498
33 H -1.026 -2.821 -1.759
34 H -0.378 -4.912 -2.112
35 H -0.633 -7.294 -3.197
36 H -3.024 -8.285 -2.751
37 H -4.586 1.387 3.774
38 C 2.869 -2.381 -1.337
39 As 1.627 -0.946 -1.718
40 C 1.112 -1.369 -3.529
41 C 2.874 0.522 -2.069
42 C 3.912 0.308 -2.977
43 C 4.836 1.303 -3.250
44 C 4.735 2.531 -2.608
45 C 3.713 2.749 -1.699
46 C 2.772 1.756 -1.420
47 As 1.388 2.118 -0.082
48 C 2.497 2.671 1.407
49 C 0.746 3.831 -0.698
50 H 3.477 -2.599 -2.213
51 H 2.304 -3.259 -1.030
52 H 3.494 -2.084 -0.499
53 H 1.987 -1.346 -4.176
54 H 0.373 -0.658 -3.892
55 H 0.677 -2.368 -3.556
56 H 4.013 -0.649 -3.475
57 H 5.636 1.119 -3.957
58 H 5.455 3.314 -2.808
59 H 3.659 3.705 -1.193
60 H 3.099 3.532 1.122
61 H 3.125 1.835 1.703
62 H 1.849 2.909 2.248
63 H 1.586 4.458 -0.993
64 H 0.210 4.319 0.116
65 H 0.067 3.709 -1.539
66 O 1.517 -1.852 4.076
67 Se 0.600 -1.350 2.833
68 O -1.043 -1.557 2.912
69 O 0.783 0.291 2.465
70 O 1.028 -2.036 1.344

Molecular formula: C30H28AsN7O4S2Ti
Method: DFT, ωB97M-V with the def2-TZVPD basis set

Summary:
E_HOMO = -7.200 eV
energy relative to the best compared isomer or geometry (same formula, charge and spin) = 0.911 eV
Kohn-Sham gap = 6.950 eV

Positions of all 73 atoms, in Å:
1 Ti -0.051 0.309 -0.916
2 O 1.650 0.199 -0.256
3 C 2.149 0.391 0.937
4 C 3.243 -0.375 1.379
5 C 3.738 -0.236 2.656
6 C 3.182 0.695 3.538
7 C 2.159 1.507 3.106
8 C 1.633 1.381 1.815
9 C 0.617 2.280 1.339
10 N 0.109 2.131 0.168
11 N -0.721 3.098 -0.337
12 C -1.077 2.767 -1.548
13 O -0.672 1.669 -2.117
14 C -1.936 3.721 -2.279
15 C -2.743 4.618 -1.582
16 C -3.530 5.520 -2.276
17 C -3.517 5.535 -3.664
18 C -2.715 4.645 -4.361
19 C -1.925 3.743 -3.669
20 H 3.671 -1.087 0.683
21 H 4.563 -0.858 2.980
22 H 3.569 0.794 4.543
23 H 1.733 2.252 3.768
24 H 0.315 3.127 1.955
25 H -2.742 4.592 -0.501
26 H -4.150 6.224 -1.736
27 H -4.141 6.234 -4.207
28 H -2.693 4.661 -5.443
29 H -1.272 3.064 -4.203
30 N 0.344 -2.666 3.570
31 C -0.078 -1.908 4.671
32 C 0.195 -2.345 5.957
33 C -0.225 -1.605 7.056
34 C -0.913 -0.422 6.869
35 C -1.178 0.022 5.578
36 C -0.771 -0.717 4.483
37 S -1.146 -0.151 2.826
38 N -0.147 -1.095 1.879
39 C 0.428 -2.160 2.288
40 C 1.251 -2.928 1.313
41 C 2.118 -3.948 1.703
42 C 2.868 -4.599 0.739
43 C 2.729 -4.223 -0.585
44 C 1.833 -3.203 -0.879
45 N 1.117 -2.576 0.036
46 H 0.887 -3.479 3.793
47 H 0.724 -3.281 6.103
48 H -0.004 -1.960 8.054
49 H -1.251 0.152 7.721
50 H -1.730 0.940 5.416
51 H 2.229 -4.240 2.739
52 H 3.550 -5.390 1.021
53 H 3.299 -4.705 -1.367
54 H 1.684 -2.867 -1.899
55 N -1.875 -2.227 -1.746
56 C -1.177 -1.387 -1.364
57 C 0.813 0.002 -5.536
58 As -0.147 -0.668 -3.972
59 C -1.964 -0.044 -4.206
60 C -0.185 -2.571 -4.376
61 O 0.855 -0.290 -2.696
62 H 0.329 -0.301 -6.463
63 H 1.819 -0.417 -5.501
64 H 0.893 1.088 -5.497
65 H -2.183 -0.087 -5.273
66 H -2.083 0.965 -3.832
67 H -2.633 -0.696 -3.652
68 H -0.668 -2.705 -5.344
69 H -0.751 -3.092 -3.611
70 H 0.835 -2.950 -4.421
71 O -3.412 1.009 -1.480
72 S -3.078 0.716 -0.082
73 N -1.648 0.408 0.197

Molecular formula: C30H28F6N3O2S
Method: DFT, ωB97M-V with the def2-TZVPD basis set

Summary:
net charge = +1
E_HOMO = -10.284 eV
energy relative to the best compared isomer or geometry (same formula, charge and spin) = 0.709 eV
Kohn-Sham gap = 6.069 eV

Positions of all 70 atoms, in Å:
1 F 6.951 -3.721 0.087
2 C 6.271 -3.839 1.275
3 F 5.893 -5.143 1.393
4 F 7.182 -3.590 2.273
5 C 5.104 -2.884 1.343
6 C 3.813 -3.341 1.579
7 C 2.747 -2.420 1.622
8 N 1.462 -2.906 1.886
9 C 0.265 -2.206 1.925
10 S -0.004 -0.609 1.488
11 N -0.771 -3.010 2.326
12 C -2.124 -2.441 2.509
13 C -2.579 -1.847 1.176
14 C -3.028 -2.917 0.162
15 C -4.387 -2.440 -0.369
16 C -4.805 -1.266 0.508
17 N -3.648 -0.907 1.325
18 C 2.998 -1.069 1.426
19 C 4.299 -0.627 1.215
20 C 4.534 0.853 1.076
21 F 5.603 1.143 0.281
22 F 3.442 1.491 0.537
23 F 4.767 1.438 2.298
24 C 5.370 -1.521 1.171
25 H 3.622 -4.401 1.729
26 H 1.380 -3.916 2.003
27 H -0.551 -3.816 2.930
28 H -2.814 -3.258 2.775
29 H -2.119 -1.680 3.313
30 H -1.716 -1.269 0.740
31 H -2.271 -3.023 -0.622
32 H -3.130 -3.879 0.679
33 H -4.288 -2.142 -1.416
34 H -5.155 -3.212 -0.308
35 H -5.129 -0.423 -0.109
36 H -5.642 -1.506 1.182
37 H -3.893 -0.680 2.284
38 H 2.179 -0.341 1.417
39 H 6.380 -1.164 1.002
40 C 1.087 3.315 -6.964
41 O -0.204 2.763 -6.605
42 C -0.501 2.681 -5.281
43 C -1.749 2.113 -4.924
44 C -2.055 1.931 -3.590
45 C -1.142 2.273 -2.553
46 C -1.465 2.046 -1.166
47 O -0.458 2.356 -0.303
48 C -0.707 2.397 1.055
49 C -1.951 1.995 1.582
50 C -2.151 2.145 2.980
51 C -1.174 2.731 3.764
52 C 0.035 3.168 3.195
53 C 0.283 2.984 1.840
54 C -2.895 1.476 0.675
55 C -2.671 1.546 -0.691
56 C 0.063 2.907 -2.930
57 C 0.391 3.107 -4.260
58 H 1.106 3.256 -8.049
59 H 1.169 4.358 -6.633
60 H 1.904 2.722 -6.533
61 H -2.430 1.811 -5.719
62 H -3.022 1.512 -3.319
63 H -3.106 1.803 3.385
64 H -1.363 2.886 4.830
65 H 0.776 3.667 3.819
66 H 1.191 3.340 1.357
67 H -3.875 1.186 1.037
68 H -3.410 1.186 -1.406
69 H 0.767 3.264 -2.181
70 H 1.349 3.569 -4.524

Molecular formula: C30H28FN4O3S2V
Method: DFT, ωB97M-V with the def2-TZVPD basis set

Summary:
net charge = -1
E_HOMO (alpha / beta) = -3.690 / -3.686 eV
energy relative to the best compared isomer or geometry (same formula, charge and spin) = 2.311 eV
multiplicity = 2
Kohn-Sham gap (alpha / beta) = 5.397 / 5.598 eV

Positions of all 69 atoms, in Å:
1 V 0.145 0.165 -0.318
2 C -2.725 2.199 1.111
3 N -2.644 0.821 0.639
4 C -2.866 -0.150 1.701
5 C -1.660 -0.288 2.607
6 N -0.531 -0.971 1.930
7 C 0.729 -0.499 2.532
8 C -0.649 -2.432 1.987
9 C -0.124 -3.070 3.112
10 C -0.142 -4.445 3.272
11 C -0.706 -5.212 2.260
12 C -1.263 -4.594 1.161
13 C -1.307 -3.188 0.978
14 S -2.168 -2.580 -0.411
15 C -3.512 0.610 -0.483
16 C -4.894 0.640 -0.323
17 C -5.751 0.460 -1.396
18 C -5.216 0.242 -2.658
19 C -3.843 0.208 -2.828
20 C -2.975 0.397 -1.750
21 S -1.255 0.417 -2.154
22 H -3.674 2.393 1.635
23 H -2.646 2.877 0.263
24 H -1.902 2.424 1.785
25 H -3.003 -1.112 1.208
26 H -3.770 0.071 2.292
27 H -1.972 -0.848 3.496
28 H -1.287 0.678 2.954
29 H 0.766 -0.618 3.621
30 H 0.860 0.563 2.344
31 H 1.571 -1.039 2.100
32 H 0.320 -2.477 3.900
33 H 0.274 -4.899 4.162
34 H -0.721 -6.294 2.334
35 H -1.723 -5.190 0.382
36 H -5.300 0.803 0.669
37 H -6.823 0.486 -1.248
38 H -5.866 0.092 -3.512
39 H -3.419 0.029 -3.809
40 O 3.314 2.690 2.603
41 C 3.295 3.696 1.714
42 C 3.708 4.960 2.143
43 C 3.695 6.029 1.270
44 C 3.272 5.866 -0.048
45 C 2.868 4.614 -0.474
46 C 2.879 3.516 0.386
47 C 2.414 2.178 -0.073
48 O 2.361 1.216 0.767
49 N 2.101 2.060 -1.346
50 N 1.582 0.788 -1.557
51 C 2.019 0.144 -2.571
52 C 1.777 -1.268 -2.808
53 C 2.299 -1.893 -3.942
54 C 2.235 -3.267 -4.065
55 C 1.679 -4.029 -3.037
56 C 1.160 -3.434 -1.901
57 C 1.188 -2.053 -1.816
58 O 0.659 -1.392 -0.761
59 H 2.951 1.902 2.114
60 H 4.024 5.072 3.172
61 H 4.019 7.003 1.617
62 H 3.249 6.708 -0.727
63 H 2.530 4.453 -1.488
64 H 2.725 0.670 -3.210
65 H 2.758 -1.288 -4.715
66 H 2.628 -3.750 -4.950
67 H 1.647 -5.108 -3.125
68 H 0.706 -4.003 -1.105
69 F -0.149 1.709 0.439